Entry i
This record from the Open Molecules 2025 dataset describes a 2-piece molecular cluster, C3H8NO overall. The level of theory is ωB97M-V with the def2-TZVPD basis set.

Net charge: -1
Orbital gap (eV): 6.78

XYZ file:
```
13
C3H8NO ωB97M-V with the def2-TZVPD basis set
O 1.288 0.663 1.455
N -1.167 -0.823 -1.225
C 0.114 -0.237 -0.599
C 0.158 0.738 0.737
C 0.024 1.382 -0.651
H -1.821 0.060 -1.143
H -0.326 -1.089 -0.095
H 0.822 -2.280 1.757
H -0.767 0.788 1.290
H 0.501 -2.535 1.128
H -0.895 1.955 -0.755
H 1.162 -0.492 -0.790
H 0.909 1.868 -1.109
```

---

Entry ii
This record from the Open Molecules 2025 dataset describes C3H8NO as an isolated structure. The level of theory is ωB97M-V with the def2-TZVPD basis set.

Net charge: -1
Orbital gap (eV): 7.07

XYZ file:
```
13
C3H8NO ωB97M-V with the def2-TZVPD basis set
O -1.482 -1.135 -0.533
N 1.152 1.804 0.525
C 0.832 -0.605 -0.081
C -0.425 -0.537 -0.867
C 0.059 0.689 0.222
H -0.333 -0.278 -1.934
H -0.639 0.555 1.017
H -0.591 -2.250 2.835
H 0.879 -1.360 0.679
H 0.464 1.629 -0.480
H 1.669 -0.514 -0.751
H -0.489 -1.652 2.397
H 0.572 2.554 0.911
```

---

Entry iii
This record from the Open Molecules 2025 dataset describes a 2-piece molecular cluster, C3H8NO overall. The level of theory is ωB97M-V with the def2-TZVPD basis set.

Net charge: -1
Orbital gap (eV): 6.57

XYZ file:
```
13
C3H8NO ωB97M-V with the def2-TZVPD basis set
O 1.139 0.051 1.416
N -0.956 0.517 -0.058
C -1.449 -0.267 -1.045
C -1.166 -1.580 -1.284
C 1.969 0.975 0.788
H 2.127 1.876 1.409
H -1.621 -2.109 -2.113
H -2.152 0.200 -1.746
H 1.589 1.311 -0.183
H 2.961 0.541 0.620
H -1.092 1.483 -0.327
H -0.482 -2.146 -0.661
H 0.248 0.054 0.885
```

---

Entry iv
This record from the Open Molecules 2025 dataset describes a 2-piece molecular cluster, C3H8NO overall. The level of theory is ωB97M-V with the def2-TZVPD basis set.

Net charge: -1
Orbital gap (eV): 5.33

XYZ file:
```
13
C3H8NO ωB97M-V with the def2-TZVPD basis set
O 2.368 -0.177 -0.224
N -2.142 0.470 0.681
C -2.306 1.581 1.246
C -1.129 0.281 -0.389
C 2.529 -1.482 -0.507
H -2.114 1.714 2.324
H -0.854 -0.754 -0.533
H 1.657 -2.062 -0.893
H 3.054 -2.092 0.284
H -0.227 0.828 -0.138
H 3.351 -1.594 -1.300
H -2.702 2.498 0.752
H -1.484 0.788 -1.303
```

---

Most stable to least stable: entry iii, entry iv, entry ii, entry i

---

Entry i
This record from the Open Molecules 2025 dataset describes a 2-piece molecular cluster, C3H8NO overall. The level of theory is ωB97M-V with the def2-TZVPD basis set.

Net charge: -1
Orbital gap (eV): 6.64

XYZ file:
```
13
C3H8NO ωB97M-V with the def2-TZVPD basis set
O 1.896 -0.979 -0.228
N -0.638 -0.659 -0.901
C -1.494 0.103 -0.157
C -2.158 -0.148 1.003
C 2.121 0.392 0.026
H 0.944 -1.067 -0.502
H 2.113 0.501 1.120
H -1.692 1.096 -0.611
H -0.855 -0.426 -1.866
H 3.110 0.673 -0.333
H -2.797 0.599 1.445
H -1.916 -1.105 1.456
H 1.366 1.019 -0.451
```

---

Entry ii
This record from the Open Molecules 2025 dataset describes a 2-piece molecular cluster, C3H8NO overall. The level of theory is ωB97M-V with the def2-TZVPD basis set.

Net charge: -1
Orbital gap (eV): 6.20

XYZ file:
```
13
C3H8NO ωB97M-V with the def2-TZVPD basis set
O -1.769 0.638 0.533
N 1.814 -1.400 0.290
C 1.085 -0.238 -0.133
C 1.425 -2.512 -0.144
C -1.784 1.975 0.301
H 0.664 -2.681 -0.952
H 1.725 0.759 -0.248
H 1.664 -3.488 0.373
H 0.623 -0.457 -1.118
H -0.900 2.673 0.588
H 0.235 0.003 0.581
H -1.960 2.360 -0.798
H -2.820 2.368 0.728
```

---

Most stable to least stable: entry i, entry ii

---

Entry i
This record from the Open Molecules 2025 dataset describes C19H24N4O3 in the gas phase. The level of theory is ωB97M-V with the def2-TZVPD basis set.

Orbital gap (eV): 8.86
Structure (SMILES): [H]/N=c1/[nH]cc(C(=O)N2C[C@H](C)[C@H](NC(=O)CCc3cccc(C)c3)C2)o1

XYZ file:
```
50
C19H24N4O3 ωB97M-V with the def2-TZVPD basis set
O 2.643 -3.493 2.248
O 3.448 -1.842 -0.849
O -0.213 3.195 2.118
N 2.146 -1.010 0.792
N 2.779 -5.358 3.694
N 3.519 -5.342 1.455
N 0.493 2.153 0.248
C -0.755 4.255 0.049
C -0.895 -0.446 0.587
C 1.163 -1.111 1.885
C -1.841 1.674 -2.381
C 2.879 -1.993 0.226
C -2.345 -0.512 -3.521
C 0.174 0.009 1.570
C 1.114 1.074 0.977
C 3.016 -3.285 0.921
C 2.960 -4.785 2.585
C 3.556 -4.407 0.441
C 2.054 0.264 0.091
C -3.760 0.444 -1.667
C -2.104 2.678 -1.457
C -2.654 0.550 -2.502
C -3.214 2.545 -0.626
C -4.037 1.436 -0.736
C -0.162 3.149 0.902
C -1.211 3.893 -1.368
H 1.636 0.116 -0.911
H -4.896 1.339 -0.085
H 0.689 -2.089 1.894
H 3.964 -4.599 -0.535
H 3.038 0.717 -0.028
H 1.650 -0.961 2.852
H 1.681 1.515 1.799
H -1.735 4.761 -1.777
H -1.577 4.664 0.635
H -2.788 -1.467 -3.242
H -0.292 0.390 2.478
H -0.003 5.046 -0.014
H -3.436 3.309 0.110
H -0.457 -0.874 -0.320
H 3.855 -6.286 1.427
H 2.351 -4.732 4.366
H -1.541 0.381 0.293
H -1.270 -0.652 -3.632
H -0.344 3.744 -2.018
H 0.368 2.049 -0.745
H -0.974 1.768 -3.029
H -2.742 -0.236 -4.501
H -4.403 -0.425 -1.738
H -1.527 -1.212 1.040
```

---

Entry ii
This record from the Open Molecules 2025 dataset describes C19H24N4O3 in the gas phase. The level of theory is ωB97M-V with the def2-TZVPD basis set.

Orbital gap (eV): 8.57
Structure (SMILES): CC#CC[C@H](NC(=O)c1ncn2ccccc12)C(=O)N[C@H](CO)CCC

XYZ file:
```
50
C19H24N4O3 ωB97M-V with the def2-TZVPD basis set
O -4.178 0.676 0.067
O -2.184 -3.060 0.421
O 2.363 -0.530 -0.015
N 0.240 -0.764 -0.890
N 2.419 2.752 -2.706
N 0.681 1.398 -2.549
N -1.825 -0.869 0.853
C -4.254 -0.572 0.749
C -1.507 -2.052 0.294
C 3.286 3.763 -3.068
C 1.476 -0.191 -0.778
C 2.741 1.810 -1.738
C 1.636 0.983 -1.664
C 0.811 -2.914 0.340
C -4.036 0.774 3.483
C 4.013 1.894 -1.100
C 4.488 3.841 -2.464
C -3.745 1.889 4.481
C -3.031 -0.700 1.650
C 2.836 -3.855 -1.107
C 4.861 2.887 -1.458
C 1.927 -3.421 -0.455
C 1.163 2.450 -3.156
C -2.841 0.495 2.580
C -0.192 -2.099 -0.500
C 3.956 -4.353 -1.900
H 3.669 -4.482 -2.944
H 1.182 -2.313 1.169
H -0.306 -0.342 -1.631
H 4.245 1.151 -0.352
H 2.937 4.441 -3.832
H -0.412 -2.684 -1.395
H -2.904 1.627 5.125
H -3.488 2.815 3.962
H -4.823 0.682 -0.645
H -3.161 -1.613 2.235
H -4.252 -1.410 0.049
H -4.309 -0.140 4.019
H -4.898 1.050 2.872
H -4.605 2.092 5.119
H 5.832 2.972 -0.989
H -2.634 1.383 1.975
H -5.161 -0.626 1.359
H 0.673 3.033 -3.918
H -1.236 -0.075 0.665
H 4.301 -5.318 -1.528
H 4.797 -3.659 -1.866
H -1.955 0.305 3.194
H 5.166 4.633 -2.749
H 0.237 -3.752 0.738
```

---

Most stable to least stable: entry i, entry ii

---

Entry i
This record from the Open Molecules 2025 dataset describes C12H15AuF4N3O2 as an isolated structure. The level of theory is ωB97M-V with the def2-TZVPD basis set.

Net charge: +1
Orbital gap (alpha / beta) (eV): 7.45 / 7.45

XYZ file:
```
37
C12H15AuF4N3O2 ωB97M-V with the def2-TZVPD basis set
Au -0.374 0.107 0.892
F -4.019 -1.793 -0.402
F -5.746 -0.884 -2.218
F -0.634 0.895 -2.304
F -2.408 1.863 -4.059
O 0.744 3.140 3.253
O 0.526 1.110 2.361
N -1.283 -1.024 -0.465
N -1.082 1.953 0.344
N 0.358 -1.684 1.561
C -4.494 -0.438 -2.259
C -2.819 0.947 -3.185
C -0.029 -2.736 0.562
C 1.837 -1.619 1.717
C -1.908 0.442 -2.278
C -0.255 -1.957 2.892
C 0.317 2.422 2.401
C -1.398 -2.394 0.027
C -3.593 -0.919 -1.324
C -4.126 0.504 -3.198
C -2.256 -0.512 -1.319
C -0.559 2.999 1.285
H 0.039 3.714 0.726
H 0.696 -2.693 -0.249
H -4.839 0.886 -3.914
H -1.338 -2.010 2.798
H 2.295 -1.431 0.749
H -1.390 3.534 1.738
H 0.123 -2.909 3.265
H -0.778 2.135 -0.611
H -2.161 -2.528 0.801
H 2.189 -2.575 2.108
H 2.085 -0.820 2.411
H 0.021 -1.157 3.574
H 0.025 -3.708 1.054
H -1.660 -3.058 -0.799
H -2.099 1.941 0.330
```

---

Entry ii
This record from the Open Molecules 2025 dataset describes C12H15AuF4N3O2 as an isolated structure. The level of theory is ωB97M-V with the def2-TZVPD basis set.

Net charge: +1
Orbital gap (alpha / beta) (eV): 6.94 / 6.94

XYZ file:
```
37
C12H15AuF4N3O2 ωB97M-V with the def2-TZVPD basis set
Au -0.359 -0.919 0.102
F 4.740 0.713 -0.797
F 2.321 -0.417 -0.940
F 2.811 4.748 0.611
F 0.391 3.636 0.561
O -0.401 -4.757 1.259
O -0.922 -2.797 0.352
N 0.020 0.973 -0.387
N 1.259 -1.534 1.268
N -2.261 -0.507 -0.610
C -0.137 -3.613 1.061
C -2.690 -1.593 -1.531
C -1.228 1.704 -0.509
C 1.448 2.909 0.150
C 3.680 1.459 -0.483
C 1.263 1.595 -0.260
C 2.424 0.885 -0.550
C 1.131 -2.981 1.607
C 2.709 3.486 0.206
C 3.841 2.771 -0.112
C -3.148 -0.451 0.577
C -2.138 0.805 -1.301
H 1.977 -3.531 1.201
H -1.656 1.943 0.471
H -1.091 2.647 -1.035
H -3.119 1.268 -1.434
H 4.820 3.222 -0.059
H -2.052 -1.587 -2.411
H -2.600 -2.548 -1.025
H -4.152 -0.169 0.259
H 1.257 -0.951 2.100
H -3.726 -1.421 -1.826
H 2.115 -1.340 0.749
H -3.175 -1.435 1.040
H -1.710 0.625 -2.285
H -2.779 0.276 1.296
H 1.137 -3.115 2.686
```

---

Most stable to least stable: entry i, entry ii

---

Entry i
This record from the Open Molecules 2025 dataset describes CH3NOS2 as an isolated structure. The level of theory is ωB97M-V with the def2-TZVPD basis set.

Orbital gap (alpha / beta) (eV): 7.25 / 6.12

XYZ file:
```
8
CH3NOS2 ωB97M-V with the def2-TZVPD basis set
S 4.452 0.400 -0.378
S 1.860 -0.861 0.556
O 3.309 0.808 0.531
N 2.325 -1.627 -0.600
C 0.268 -0.017 0.070
H -0.539 -0.662 0.399
H 0.232 0.943 0.569
H 0.261 0.085 -1.009
```

---

Entry ii
This record from the Open Molecules 2025 dataset describes CH3NOS2 in the gas phase. The level of theory is ωB97M-V with the def2-TZVPD basis set.

Orbital gap (alpha / beta) (eV): 7.71 / 7.71

XYZ file:
```
8
CH3NOS2 ωB97M-V with the def2-TZVPD basis set
S -4.188 -0.157 -0.077
S -1.509 -1.055 -0.556
O -4.830 0.827 0.716
N -2.600 -0.072 0.204
C 0.064 -0.465 0.316
H 0.802 -1.176 -0.122
H -0.121 -0.848 1.328
H 0.049 0.620 0.175
```

---

Most stable to least stable: entry ii, entry i